Record 1
Entry from the Open Molecules 2025 dataset: 4 unconnected molecules or ions with the total composition C3H14N2O3 in a non-equilibrium geometry (wB97M-V/def2-TZVPD).

For the LUMO energy (spin up / spin down), the calculation gives -2.946 / -6.243 eV. The spin multiplicity is 2. As for the net charge: +1. For the energy relative to the best compared isomer or geometry (same formula, charge and spin), the calculation gives 12.2 kcal/mol. The HOMO-LUMO gap (spin up / spin down) is 10.5 / 8.4 eV. The value obtained for the HOMO energy (spin up / spin down) is -13.5 / -14.6 eV.

The geometry in XYZ format:
```
22
C3H14N2O3, DFT wB97M-V/def2-TZVPD
C -1.059 2.399 -1.739
C -0.205 1.494 -0.859
C 0.675 0.546 -1.391
N 1.220 -0.485 -0.686
N -0.422 1.573 0.446
H -1.624 3.053 -1.095
H -0.421 2.988 -2.382
H -1.695 1.705 -2.289
H 0.893 0.562 -2.462
H 0.833 -0.723 0.230
H 2.241 -0.451 -0.635
H -0.156 0.840 1.103
H -0.701 2.400 0.948
H -0.355 -3.302 -2.211
H -0.285 -1.921 -1.521
O -0.559 -2.833 -1.387
H -0.777 0.919 4.152
H 0.279 -0.092 3.673
O 0.003 0.835 3.589
H 1.187 -3.696 1.893
H 0.196 -2.945 0.912
O 0.732 -2.867 1.709
```

Record 2
Entry from the Open Molecules 2025 dataset: 3 unconnected molecules or ions with the total composition C3H14NO2 in a non-equilibrium geometry (wB97M-V/def2-TZVPD).

For the LUMO energy, the calculation gives -2.928 eV. As for the net charge: +1. For the energy relative to the best compared isomer or geometry (same formula, charge and spin), the calculation gives 22.6 kcal/mol. The HOMO-LUMO gap is 12.8 eV. The value obtained for the HOMO energy is -15.7 eV.

The geometry in XYZ format:
```
20
C3H14NO2, DFT wB97M-V/def2-TZVPD
C -1.602 -1.089 2.053
C -1.615 -0.161 0.836
N -0.253 0.189 0.194
C -0.492 0.569 -1.229
H -1.656 -2.144 1.807
H -2.491 -0.810 2.624
H -0.743 -0.820 2.667
H -2.042 0.821 1.033
H -2.166 -0.677 0.051
H 0.025 1.016 0.713
H 0.411 -0.557 0.424
H -0.862 1.575 -1.059
H 0.410 0.595 -1.828
H -1.147 -0.127 -1.743
H 1.994 -2.649 -1.002
H 2.203 -1.304 -1.430
O 1.470 -1.846 -1.070
H 2.211 2.743 0.138
H 2.024 2.510 -1.318
O 1.712 2.177 -0.462
```

Record 3
Entry from the Open Molecules 2025 dataset: 3 unconnected molecules or ions with the total composition C3H14NO2 in a non-equilibrium geometry (wB97M-V/def2-TZVPD).

For the LUMO energy (spin up / spin down), the calculation gives -6.950 / -15.616 eV. The spin multiplicity is 2. As for the net charge: +2. For the energy relative to the best compared isomer or geometry (same formula, charge and spin), the calculation gives 19.0 kcal/mol. The HOMO-LUMO gap (spin up / spin down) is 13.6 / 4.7 eV. The value obtained for the HOMO energy (spin up / spin down) is -20.5 / -20.3 eV.

The geometry in XYZ format:
```
20
C3H14NO2, DFT wB97M-V/def2-TZVPD
C 2.038 -0.095 1.173
C 1.343 0.202 -0.120
N -0.111 0.095 -0.043
C -0.898 0.880 0.995
H 2.218 0.823 1.808
H 1.444 -0.751 1.827
H 3.027 -0.529 0.955
H 1.610 1.315 -0.252
H 1.609 -0.345 -1.038
H -0.442 -0.913 0.027
H -0.564 0.472 -0.962
H -0.494 0.845 2.000
H -1.904 0.491 0.862
H -0.920 1.922 0.669
H -1.532 2.142 -2.249
H -1.641 0.764 -2.856
O -1.505 1.197 -2.003
H -1.743 -2.878 0.189
H -0.528 -3.179 -0.708
O -1.006 -2.458 -0.275
```

Record 4
Entry from the Open Molecules 2025 dataset: 3 unconnected molecules or ions with the total composition C3H14NO2S2 in a non-equilibrium geometry (wB97M-V/def2-TZVPD).

For the LUMO energy, the calculation gives -2.854 eV. As for the net charge: +1. For the energy relative to the best compared isomer or geometry (same formula, charge and spin), the calculation gives 6.3 kcal/mol. The HOMO-LUMO gap is 10.0 eV. The value obtained for the HOMO energy is -12.9 eV.

The geometry in XYZ format:
```
22
C3H14NO2S2, DFT wB97M-V/def2-TZVPD
N -0.920 0.837 -0.749
C -0.417 -0.260 0.196
C 0.047 0.498 1.423
C 0.683 -1.098 -0.464
S 0.075 -2.035 -1.954
S 0.096 -0.640 -3.547
H -1.882 1.169 -0.631
H -0.309 1.649 -0.560
H -0.721 0.638 -1.741
H -1.231 -0.959 0.363
H -0.760 1.099 1.840
H 0.316 -0.253 2.171
H 0.946 1.084 1.275
H 1.554 -0.448 -0.588
H 0.971 -1.859 0.254
H 1.401 -0.754 -3.849
H -0.550 -3.724 1.380
H -1.321 -2.725 2.371
O -0.592 -2.834 1.758
H 1.381 3.786 -0.200
H 0.516 3.619 1.054
O 0.717 3.208 0.198
```

energy relative to the best compared isomer or geometry (same formula, charge and spin) of number 3 (C3H14NO2)?
19.0 kcal/mol

Number 3 is which compound?
C3H14NO2

Among the records above, which one has the highest net charge?
number 3